{
  "formula": "C29H24N5OPRuS2Se2",
  "method": "wB97M-V/def2-TZVPD",
  "elements": ["Ru", "Se", "P", "Se", "C", "C", "C", "C", "C", "C", "C", "C", "C", "C", "C", "C", "H", "H", "H", "H", "H", "H", "H", "H", "H", "H", "C", "N", "C", "C", "N", "C", "S", "C", "C", "C", "C", "C", "N", "H", "H", "H", "H", "H", "H", "H", "H", "H", "S", "C", "N", "C", "C", "C", "C", "C", "C", "H", "H", "H", "H", "H", "O", "C", "N"],
  "coordinates": [[0.3664, 0.2235, -0.5035], [0.0385, 0.4614, 1.9764], [-0.2182, -1.6045, 2.5270], [1.3623, -2.8165, 1.4692], [-1.8507, -2.2562, 2.1132], [-2.4323, -3.2724, 2.8688], [-3.6719, -3.7794, 2.5058], [-4.3338, -3.2804, 1.3939], [-3.7664, -2.2522, 0.6505], [-2.5339, -1.7374, 1.0133], [0.1565, -1.9701, 4.2384], [0.4579, -3.2776, 4.6300], [0.7585, -3.5438, 5.9543], [0.7592, -2.5126, 6.8858], [0.4650, -1.2145, 6.4956], [0.1717, -0.9356, 5.1701], [-1.9390, -3.6635, 3.7476], [-4.1228, -4.5613, 3.1014], [-5.3016, -3.6772, 1.1184], [-4.3006, -1.8377, -0.1948], [-2.1170, -0.8924, 0.4789], [0.4576, -4.0906, 3.9125], [0.9944, -4.5540, 6.2592], [0.9965, -2.7235, 7.9198], [0.4702, -0.4152, 7.2239], [-0.0440, 0.0809, 4.8664], [2.4784, 4.0785, 1.9456], [1.1385, 3.9940, 1.3620], [0.0383, 4.7141, 1.7934], [-1.0167, 4.3191, 1.0603], [-0.5462, 3.3615, 0.1663], [0.7816, 3.1642, 0.3786], [1.7680, 2.0442, -0.4484], [-1.3662, 2.7208, -0.8009], [-2.2644, 3.5012, -1.5064], [-3.1813, 2.8798, -2.3340], [-3.1679, 1.4966, -2.4185], [-2.2043, 0.8006, -1.7202], [-1.2874, 1.3888, -0.9293], [2.6368, 5.0952, 2.2929], [3.2150, 3.8335, 1.1876], [2.5581, 3.3785, 2.7753], [0.1078, 5.4350, 2.5885], [-2.0491, 4.6169, 1.0882], [-2.2385, 4.5760, -1.3950], [-3.8944, 3.4643, -2.8989], [-3.8769, 0.9594, -3.0316], [-2.1347, -0.2778, -1.7977], [0.7707, 0.4201, -5.1125], [0.8617, 0.9548, -3.4943], [0.5917, 0.0663, -2.5834], [0.3028, -1.1584, -3.1627], [-0.0158, -2.3252, -2.4650], [-0.3733, -3.4456, -3.1819], [-0.3866, -3.4228, -4.5835], [-0.0270, -2.2938, -5.2872], [0.3178, -1.1578, -4.5551], [1.1324, 1.9717, -3.2454], [-0.5635, -3.0494, -0.5819], [-0.6203, -4.3626, -2.6614], [-0.6658, -4.3197, -5.1184], [-0.0173, -2.2909, -6.3681], [2.0515, -1.3183, -0.7817], [1.1671, -2.0250, -0.3210], [0.0355, -2.3692, -1.0335]],
  "atomic_forces_ev_per_a": [[0.0, -0.7, -0.8], [0.0, 0.0, 0.2], [-0.1, 0.0, 0.0], [0.0, -0.1, -0.1], [0.0, 0.0, 0.0], [0.0, -0.1, 0.0], [0.0, 0.0, 0.0], [0.0, 0.0, 0.0], [0.0, 0.0, 0.0], [0.0, 0.1, 0.0], [0.1, 0.0, 0.0], [0.0, 0.0, 0.0], [0.0, 0.0, 0.0], [0.0, 0.0, 0.0], [0.0, 0.0, 0.0], [-0.1, 0.0, 0.0], [0.0, 0.0, 0.0], [0.0, 0.0, 0.0], [0.0, 0.0, 0.0], [0.0, 0.0, 0.0], [0.0, 0.0, 0.0], [0.0, 0.0, 0.0], [0.0, 0.0, 0.0], [0.0, 0.0, 0.0], [0.0, 0.0, 0.0], [0.0, 0.0, 0.0], [0.0, 0.0, 0.0], [0.1, 0.1, 0.0], [0.0, 0.0, 0.0], [0.0, 0.1, 0.0], [0.0, -0.2, 0.0], [-0.2, 0.0, 0.0], [0.2, 0.0, 0.0], [0.1, 0.0, 0.3], [-0.1, 0.0, 0.0], [0.0, 0.0, 0.0], [0.0, 0.0, 0.0], [0.0, 0.0, 0.0], [0.0, 0.2, -0.1], [0.0, 0.0, 0.0], [0.0, 0.0, 0.0], [0.0, 0.0, 0.0], [0.0, 0.0, 0.0], [0.0, 0.0, 0.0], [0.0, 0.0, 0.0], [0.0, 0.0, 0.0], [0.0, 0.0, 0.0], [0.0, 0.0, 0.0], [0.0, 0.0, 0.0], [0.0, 0.0, 0.0], [0.0, 0.1, 0.0], [0.0, 0.0, 0.1], [0.0, -0.2, -0.1], [0.1, 0.0, 0.0], [0.0, 0.0, 0.0], [0.0, 0.0, 0.0], [0.0, 0.0, 0.0], [0.0, 0.0, 0.0], [0.0, 0.0, 0.0], [0.0, 0.0, 0.0], [0.0, 0.0, 0.0], [0.0, 0.0, 0.0], [0.1, 0.1, 0.1], [-0.1, 0.2, 0.4], [0.0, 0.4, 0.1]],
  "lumo_ev": -5.59,
  "gap_ha": 0.279,
  "charge": 2,
  "e_tot_ha": -7503.63590,
  "multiplicity": 1
}

***

{
  "formula": "C33H102N24O15",
  "method": "wB97M-V/def2-TZVPD",
  "elements": ["C", "O", "N", "N", "H", "H", "H", "H", "C", "O", "N", "N", "H", "H", "H", "H", "C", "O", "N", "N", "H", "H", "H", "H", "C", "O", "N", "N", "H", "H", "H", "H", "C", "O", "N", "N", "H", "H", "H", "H", "C", "O", "N", "N", "H", "H", "H", "H", "C", "O", "N", "N", "H", "H", "H", "H", "C", "O", "N", "N", "H", "H", "H", "H", "C", "O", "N", "N", "H", "H", "H", "H", "C", "C", "C", "O", "C", "N", "H", "H", "H", "H", "H", "H", "H", "H", "H", "H", "H", "C", "C", "C", "O", "C", "N", "H", "H", "H", "H", "H", "H", "H", "H", "H", "H", "H", "C", "C", "C", "O", "C", "N", "H", "H", "H", "H", "H", "H", "H", "H", "H", "H", "H", "C", "C", "C", "O", "C", "N", "H", "H", "H", "H", "H", "H", "H", "H", "H", "H", "H", "C", "C", "C", "O", "C", "N", "H", "H", "H", "H", "H", "H", "H", "H", "H", "H", "H", "C", "C", "C", "O", "C", "N", "H", "H", "H", "H", "H", "H", "H", "H", "H", "H", "H"],
  "coordinates": [[4.3650, 1.7581, -1.2497], [4.9600, 1.7168, -0.1909], [4.7774, 2.6150, -2.1581], [3.2102, 1.0855, -1.4066], [4.1281, 3.0483, -2.7862], [5.3932, 3.2912, -1.7866], [2.7417, 1.1176, -2.2985], [2.6799, 0.5051, -0.6643], [1.1352, 3.6351, -3.4153], [2.3687, 3.6437, -3.4003], [0.3747, 4.4494, -4.2459], [0.3217, 2.9343, -2.5456], [0.9019, 4.6524, -5.0668], [-0.6325, 4.4466, -4.3348], [0.7664, 2.6641, -1.6507], [-0.5068, 3.5017, -2.2095], [-2.9119, 2.5021, -4.6698], [-2.2959, 3.4757, -5.0883], [-4.0905, 1.9532, -5.1217], [-2.3794, 1.7668, -3.6027], [-4.2754, 1.0593, -4.7634], [-4.2816, 2.1779, -6.0806], [-2.9841, 0.9205, -3.2797], [-1.6350, 1.9872, -2.9923], [5.5955, -1.0606, -1.8959], [5.0383, -1.4772, -2.8491], [5.2734, -1.4809, -0.6383], [6.4383, 0.0261, -1.9866], [5.7623, -1.1982, 0.2066], [4.8614, -2.3524, -0.5794], [6.3959, 0.4341, -2.9039], [6.3314, 0.6856, -1.2280], [2.2744, -2.0578, 3.4456], [2.3183, -0.9299, 3.8440], [1.0373, -2.7177, 3.4149], [3.3491, -2.7220, 2.9105], [0.8375, -3.5605, 2.9029], [0.4607, -2.4496, 4.1583], [3.2912, -3.6866, 2.8069], [4.3151, -2.3301, 3.0960], [5.7047, -0.2194, 2.6940], [5.8691, -1.1047, 3.5306], [4.4780, 0.3238, 2.2750], [6.7440, 0.1416, 1.8195], [4.5172, 0.7779, 1.4130], [3.5882, 0.1258, 2.7887], [6.5386, 0.9982, 1.2705], [7.6006, -0.0061, 2.2860], [-2.5067, -1.4800, -4.9086], [-3.6198, -0.9260, -5.0635], [-2.4180, -2.7726, -4.9492], [-1.3922, -0.8039, -4.5086], [-1.5759, -3.2348, -4.5579], [-3.1865, -3.2723, -5.2138], [-1.3690, 0.2198, -4.7252], [-0.4836, -1.2887, -4.3865], [4.7987, 0.7897, 7.0001], [5.2979, 1.3877, 7.9456], [5.6246, 0.3104, 5.9585], [3.4388, 0.7045, 6.7944], [6.5685, 0.5291, 6.1941], [5.4643, -0.5054, 5.3544], [3.0176, -0.1541, 6.3038], [2.9471, 1.0681, 7.5610], [1.5910, -2.8984, -3.3442], [0.4338, -3.0165, -3.7455], [2.6636, -2.9471, -4.1357], [1.9228, -2.5865, -2.0505], [3.5549, -2.6575, -3.8173], [2.4459, -3.2207, -5.0886], [1.2133, -2.6169, -1.3776], [2.8653, -2.2532, -1.8539], [-2.5983, -6.7365, -4.1058], [-2.9005, -6.7796, -2.6071], [-1.6074, -6.3536, -1.8406], [-1.9242, -6.1030, -0.4660], [-0.7934, -6.2383, 0.4400], [-3.9282, -5.6846, -2.4683], [-1.8563, -7.5788, -4.2747], [-2.3543, -5.6969, -4.3868], [-3.4880, -7.0749, -4.7509], [-3.1288, -7.7791, -2.1886], [-1.0592, -5.4981, -2.2238], [-0.7416, -7.1213, -2.0216], [-1.1302, -6.0953, 1.4922], [0.0101, -5.4603, 0.2039], [-0.2984, -7.1960, 0.4224], [-4.6915, -5.8879, -3.1087], [-4.2676, -5.6622, -1.4864], [2.5024, 7.0361, -0.7369], [3.2999, 5.7501, -0.6561], [4.7459, 6.0333, -0.3696], [5.4651, 4.7669, -0.3664], [6.2874, 4.5014, 0.7188], [2.5475, 4.8384, 0.3027], [2.6858, 7.5786, -1.6368], [2.7743, 7.6448, 0.1016], [1.4386, 6.7920, -0.6905], [3.2649, 5.2173, -1.6156], [4.8167, 6.5909, 0.5860], [5.0738, 6.5891, -1.2688], [5.9533, 4.8577, 1.6679], [7.3034, 4.8706, 0.5379], [6.3331, 3.4525, 0.8485], [3.1705, 4.0373, 0.5717], [2.3559, 5.3309, 1.1986], [-1.3883, 0.0276, 5.1086], [-2.3055, 0.2006, 3.9163], [-2.4958, -1.1027, 3.2226], [-2.9958, -2.1469, 4.1438], [-2.9602, -3.3891, 3.5079], [-3.5209, 0.8921, 4.2385], [-1.1909, 1.0393, 5.4997], [-0.4130, -0.3063, 4.7507], [-1.6808, -0.5930, 5.9105], [-1.8244, 0.8525, 3.1985], [-1.5819, -1.3771, 2.7230], [-3.2666, -0.9128, 2.4679], [-1.8543, -3.6049, 3.3747], [-3.4002, -3.3919, 2.4611], [-3.4166, -4.1284, 4.1862], [-3.8108, 0.8890, 5.1793], [-4.3121, 0.8744, 3.5537], [0.5470, 1.3814, 1.4442], [0.5004, -0.1374, 1.3405], [-0.6522, -0.6508, 0.4530], [-0.6020, -2.0868, 0.3628], [-1.6580, -2.5749, -0.4878], [1.7819, -0.5743, 0.7724], [0.9392, 1.7925, 0.4763], [1.2763, 1.7151, 2.1659], [-0.4445, 1.7313, 1.7447], [0.3971, -0.5830, 2.3516], [-0.5726, -0.2699, -0.5768], [-1.6747, -0.3929, 0.7894], [-1.6105, -2.0804, -1.4502], [-2.6456, -2.4021, 0.0316], [-1.5747, -3.6212, -0.5524], [1.9174, -1.5803, 0.9275], [2.5123, -0.2438, 1.4418], [-0.8707, 5.5548, 0.8383], [-1.3169, 4.2622, 0.2895], [-2.4845, 3.7494, 1.1279], [-2.9461, 2.5374, 0.5413], [-4.1579, 2.0645, 1.1209], [-1.7409, 4.2462, -1.1663], [-1.7464, 6.3100, 1.0675], [-0.0349, 6.0298, 0.1374], [-0.3070, 5.4066, 1.7396], [-0.4404, 3.6429, 0.4336], [-3.3067, 4.4394, 1.1049], [-2.2232, 3.5784, 2.2464], [-4.3289, 2.5752, 2.1255], [-3.9934, 0.9900, 1.3279], [-4.9796, 2.0825, 0.4066], [-1.6185, 5.1963, -1.4794], [-2.6785, 3.8747, -1.2645], [-6.6663, -0.2438, -1.2308], [-5.8837, -1.5479, -0.9934], [-6.5009, -2.4811, 0.0443], [-6.1058, -1.9142, 1.3308], [-6.7700, -2.4314, 2.4421], [-5.7516, -2.2940, -2.2637], [-5.9620, 0.5464, -1.7021], [-7.1274, 0.1901, -0.3012], [-7.5413, -0.3381, -1.8641], [-4.9035, -1.3460, -0.5584], [-5.9771, -3.4335, -0.0674], [-7.5946, -2.5848, 0.0746], [-6.5742, -3.4674, 2.5841], [-7.8375, -2.3907, 2.2082], [-6.4535, -1.8341, 3.2689], [-5.5093, -1.5805, -3.0022], [-4.9939, -3.0173, -2.2251]],
  "atomic_forces_ev_per_a": [[-2.8, 0.3, 0.7], [1.8, -0.9, 2.9], [0.3, 0.5, -2.5], [-1.7, -1.4, 0.1], [-0.7, -0.3, -0.4], [0.8, 0.6, 0.6], [0.1, 0.2, -0.1], [1.6, 1.0, -1.2], [-1.2, 1.1, 0.6], [-0.8, -0.4, -0.5], [1.7, -0.3, 0.3], [0.0, 0.0, 1.7], [0.0, 0.6, -0.5], [0.0, -0.8, 0.0], [0.3, 0.1, -1.0], [0.5, -0.6, -0.5], [1.3, -0.7, 1.7], [-0.9, 0.1, -0.5], [1.1, 2.5, -0.2], [-3.7, -2.7, -0.1], [-0.4, -1.5, -0.2], [-0.3, -0.2, -0.1], [1.7, 2.2, -0.8], [0.9, 0.8, 0.1], [0.8, 2.6, 2.7], [-1.7, -2.4, -3.4], [1.2, 1.3, 0.8], [0.4, -0.6, 0.4], [0.2, 0.2, -0.5], [-1.0, -1.9, 0.0], [0.0, 0.2, 0.0], [0.3, 0.0, 0.0], [-0.7, -2.6, -1.2], [0.4, 2.1, 1.2], [1.8, -0.1, -0.8], [1.2, 2.2, 0.5], [0.2, 0.0, 0.2], [-1.2, 0.3, 0.8], [-0.1, -1.7, -0.1], [-1.5, -0.3, -0.2], [-1.7, 0.0, -2.3], [-0.3, 0.4, 0.2], [0.9, -1.8, 3.3], [-2.2, 0.6, 0.2], [-0.3, 1.2, -1.7], [1.5, 0.2, -0.3], [0.8, -0.8, 0.6], [1.3, 0.2, 0.0], [-1.3, 2.8, 1.1], [0.7, 0.2, -0.3], [3.8, -2.2, 0.9], [1.2, 1.2, -0.5], [-0.9, 0.4, -0.6], [-2.2, -1.5, -0.5], [-0.1, -1.6, 0.6], [-1.1, 0.3, -0.3], [1.1, -0.2, -1.1], [-0.6, -0.2, -0.4], [-1.1, 0.1, 0.9], [0.0, -2.4, -1.7], [0.5, -0.3, 0.0], [-0.1, 0.8, 0.5], [1.0, 2.1, 1.0], [-0.9, 0.2, 1.0], [0.3, 1.1, 1.1], [-0.3, -0.6, 0.1], [-0.9, -0.9, -1.7], [0.8, -0.2, -1.1], [1.0, 0.2, 0.1], [0.6, 0.4, 0.3], [-0.9, 0.4, 1.1], [-0.6, -0.1, 0.1], [-0.5, -2.4, -0.5], [0.6, 2.2, 0.0], [1.3, -1.0, -0.2], [1.1, -1.0, 0.6], [0.0, 1.7, -0.2], [0.4, -1.1, 1.5], [-0.2, 1.5, -0.4], [0.4, -0.8, 0.0], [1.0, 0.6, 1.1], [-0.5, 0.4, -0.5], [-0.6, 0.8, -0.5], [-1.8, 0.4, 0.8], [-0.1, 0.1, -0.9], [-1.0, -0.8, 0.2], [-0.1, -0.6, -0.5], [-0.1, 0.0, 0.4], [0.1, 0.0, -1.0], [-0.2, -0.8, 0.0], [-1.6, -1.3, 0.3], [0.2, -0.9, -0.3], [-1.1, 1.2, -0.1], [1.2, 0.3, -0.1], [1.5, 0.0, 0.6], [0.2, 0.4, -0.7], [-0.1, 0.6, 0.6], [0.2, 0.2, -0.1], [-0.1, 0.1, 0.1], [0.5, -0.3, -0.5], [0.4, 0.2, 0.8], [-0.6, 0.8, 0.6], [0.0, 0.1, 0.1], [0.1, -1.2, -0.2], [-0.7, 0.9, -0.5], [0.3, -0.3, -0.8], [1.2, 2.1, -0.7], [-0.2, -0.3, 0.5], [-1.7, -0.9, 0.6], [0.3, 1.8, -1.1], [1.4, -0.4, -0.8], [-1.3, 0.8, -1.2], [0.0, -0.3, 0.2], [0.1, -0.2, 0.0], [-0.8, -0.8, 0.6], [0.7, 0.0, -0.4], [0.4, -0.7, 0.0], [-0.1, -0.5, -0.3], [-1.0, -0.5, -0.1], [0.1, 0.0, 1.2], [0.1, 0.2, -0.5], [-0.4, -0.3, 0.9], [1.3, -0.3, 1.1], [0.0, -0.3, -0.9], [-0.4, -0.5, 0.2], [-0.1, -0.5, -0.4], [0.0, 0.1, -0.2], [-0.6, 1.4, 1.7], [1.3, -0.3, 1.0], [-0.9, -0.1, 0.6], [0.2, -0.1, 0.6], [0.2, 0.4, -0.4], [-0.2, 0.4, -0.5], [0.2, 0.3, 0.1], [0.5, 0.3, 0.2], [-0.2, 0.0, -0.4], [0.7, 0.2, -0.6], [0.4, -1.3, -0.3], [-0.5, 0.2, -0.5], [-0.8, 0.0, -1.0], [0.4, 3.7, -1.3], [-1.1, -1.2, -0.4], [0.6, -1.3, 1.0], [0.0, 0.0, 0.2], [0.8, -0.6, 1.2], [0.9, 0.5, 1.6], [1.7, -1.3, -0.7], [-2.1, -0.8, 1.3], [0.0, -0.2, 0.7], [0.0, -0.7, -0.3], [-0.4, 0.8, 0.0], [-0.1, 0.3, -1.6], [-0.2, -0.5, -1.4], [-0.2, 0.3, 0.1], [-0.2, 0.6, 0.1], [-0.6, 0.2, -0.5], [0.0, 0.3, -0.1], [0.8, 1.5, 0.4], [-0.7, -0.5, -0.4], [0.8, 0.8, 1.5], [0.5, 0.1, -1.3], [-0.8, 0.2, -1.4], [0.7, 0.8, -0.7], [-1.2, -1.1, 0.7], [1.0, -0.4, -0.5], [0.1, -0.5, -0.5], [0.1, 0.5, 0.0], [-0.4, -0.4, 0.0], [0.2, -0.1, -0.5], [0.6, -1.1, 0.4], [-0.3, 0.3, 0.7], [-0.1, 0.2, 0.7], [-0.1, -1.4, 0.8], [-0.8, 1.1, -0.1]],
  "lumo_ev": 0.08,
  "gap_ha": 0.335,
  "charge": 0,
  "e_tot_ha": -3761.51015,
  "multiplicity": 1
}